Below is C18H36Cl5HfPSi4Te as an isolated structure in a non-equilibrium geometry, with properties calculated with wB97M-V/def2-TZVPD.

The calculation puts the HOMO energy at -14.0 eV. Its net charge is +2.

CARTESIAN COORDINATES (ANGSTROEM)
Hf 1.011619 -0.341747 -2.747020
Cl -1.550889 -2.851850 -3.164143
C -0.363770 -2.846439 -4.431788
C 0.632663 -1.886782 -4.296225
C 1.619086 -1.861091 -5.273611
Cl 2.851703 -0.629979 -5.024794
C 1.658974 -2.730057 -6.346953
Cl 2.909807 -2.649240 -7.511747
C 0.633788 -3.684855 -6.446044
Cl 0.649810 -4.798991 -7.733303
C -0.397244 -3.741614 -5.490109
Cl -1.660989 -4.879660 -5.640730
C -0.681905 3.343348 -4.093966
P -0.575626 1.523609 -4.180413
C -1.077383 1.191278 -5.906223
C -2.119814 1.041270 -3.299000
H -1.682678 3.651819 -4.394176
H 0.047210 3.792566 -4.768091
H -0.483956 3.689674 -3.080245
H -1.988726 1.749131 -6.117404
H -1.261351 0.125538 -6.042964
H -0.299813 1.507627 -6.601586
H -2.983786 1.295962 -3.914092
H -2.189883 1.575375 -2.353417
H -2.134965 -0.031767 -3.098431
C 2.104809 -1.799998 4.668637
Si 1.806023 -1.476964 2.836639
C 3.384847 -0.904390 1.966085
C 1.166015 -2.996578 1.910829
Si 0.172101 0.262598 2.760977
Te 0.152986 0.431378 -0.417333
Si 0.950287 2.504183 3.070917
C -0.335795 3.666187 2.322770
C 2.613749 2.701186 2.194771
C 1.129831 2.681896 4.941533
Si -2.111677 -0.367870 3.095664
C -2.328459 -0.538642 4.962269
C -3.195605 1.000447 2.377279
C -2.441911 -2.005497 2.211220
H 2.845884 -2.586740 4.816223
H 1.190739 -2.111113 5.177202
H 2.473989 -0.904816 5.172310
H 4.082950 -1.735463 1.852950
H 3.897046 -0.126032 2.531956
H 3.171400 -0.504501 0.972645
H 1.962172 -3.732712 1.787871
H 0.795634 -2.731419 0.918217
H 0.351639 -3.486038 2.446039
H -0.575324 3.367811 1.300124
H 0.025412 4.695160 2.298231
H -1.261462 3.657502 2.899633
H 2.565064 2.321612 1.172318
H 3.404590 2.164030 2.718335
H 2.907848 3.750813 2.148097
H 0.174406 2.537891 5.449007
H 1.497805 3.672786 5.211701
H 1.833983 1.950664 5.342471
H -2.130424 0.402574 5.477683
H -1.663720 -1.295339 5.381924
H -3.350724 -0.832855 5.205695
H -3.144153 1.906008 2.983104
H -4.240997 0.690270 2.342682
H -2.886619 1.255216 1.361727
H -1.981378 -2.844151 2.734201
H -2.060382 -1.991026 1.188340
H -3.514457 -2.201170 2.163528

Cartesian forces, eV/Å:
-0.0765 1.0445 -1.3736
-0.0704 -0.1643 -0.1572
-0.0120 0.2031 0.3210
-0.1622 -0.1340 0.4556
-0.3700 -0.1154 0.2493
0.0582 0.2484 0.3855
0.1787 0.0385 -0.1779
-0.0603 0.0454 0.1220
-0.0486 -0.1018 -0.0317
-0.0064 0.1238 0.0853
-0.0718 -0.0253 -0.0615
0.0801 0.0514 0.0584
0.7159 -0.1022 0.1851
-1.1622 -0.2346 0.3900
0.6760 -0.2620 0.0222
0.1399 -0.0319 -0.0383
-0.0452 -0.1421 -0.0256
-0.0071 0.0399 0.0252
-0.0096 0.0055 -0.0060
-0.0111 0.0306 0.0961
-0.0120 0.0077 -0.0129
-0.0107 -0.0319 -0.0289
0.0364 -0.0095 -0.0762
0.0662 -0.0438 0.0251
-0.1121 0.0088 0.0085
-0.2078 0.1746 -0.1604
0.4266 -0.3853 -0.3211
-0.2475 0.1150 0.2183
-0.1204 0.2421 0.2575
0.0867 -0.1031 -0.3460
0.2963 -0.4642 0.1840
0.1611 0.4330 -0.0564
0.1146 -0.2813 0.1800
-0.3012 -0.1855 0.1245
-0.1550 -0.1982 -0.2577
-0.5267 -0.1083 -0.0660
0.2427 0.1130 -0.2228
0.2725 -0.1358 0.1381
0.2205 0.2748 0.1197
0.0291 -0.0335 -0.1100
-0.0149 -0.0271 -0.0005
0.0243 0.0154 -0.0044
-0.0514 -0.0863 0.0369
0.0063 0.0216 0.0016
-0.0181 -0.0063 -0.0122
0.0833 0.0441 0.0403
0.0127 0.0209 -0.0139
-0.0222 0.0044 -0.0010
0.0003 0.0253 -0.0277
0.0883 -0.0018 0.0244
-0.0186 -0.0244 0.0003
0.0242 0.0130 -0.0230
-0.0021 -0.0280 0.0077
-0.0870 0.0545 0.0460
-0.0145 0.0145 0.0119
0.0144 0.0510 -0.1030
0.0268 -0.0008 -0.0066
-0.0033 0.0216 0.0023
0.0086 -0.0262 -0.0136
-0.0514 -0.0113 -0.1096
0.0320 0.0200 -0.0007
-0.0052 -0.0819 0.0215
-0.0197 0.0035 -0.0269
0.0377 0.0076 0.0032
-0.0029 -0.0105 -0.0200
-0.0420 0.0808 0.0453


Below is a 2-piece molecular cluster, C3H7BO3 overall in a non-equilibrium geometry, with properties calculated with wB97M-V/def2-TZVPD.

The calculation puts the HOMO energy (alpha / beta) at -7.3 / -11.6 eV. Its expectation value of S² is 2.01. Its energy above the lowest of the compared OMol25 structures with the same formula, charge and spin is 274.6 kJ/mol. Its multiplicity is 3.

CARTESIAN COORDINATES (ANGSTROEM)
B 2.053464 -0.965865 0.516101
C 1.377670 -0.037362 -0.535025
C -2.066621 0.982011 -1.283015
C 0.125458 0.758853 0.012709
O -1.293191 -3.139551 1.162768
O 2.768327 -1.376238 1.345393
O -1.013502 0.343234 -0.892558
H 1.060693 -0.580211 -1.475459
H -2.202207 1.991806 -0.837431
H -0.012479 0.534322 1.058175
H 0.200988 1.969115 -0.112252
H 2.118654 0.639981 -0.830793
H -1.822691 -2.489293 0.624332
H -0.869689 -2.429006 1.874734

Cartesian forces, eV/Å:
-1.7415 2.1272 -2.7440
-2.3619 -1.1143 -0.1307
0.1508 2.3043 1.3834
-0.0518 2.2891 -2.5332
0.9450 4.1784 2.0482
1.7835 -1.6798 2.5218
2.2882 -2.0232 1.1336
0.2823 0.5025 1.1460
-0.8085 -0.4178 -0.7716
-0.8568 -0.1142 0.1930
0.0740 -2.9959 0.2845
1.2171 1.0751 -0.4611
0.6095 -1.1075 0.5355
-1.5297 -3.0240 -2.6052


Below is a 10-piece molecular cluster, C20H62N2O14 overall in a non-equilibrium geometry, with properties calculated with wB97M-V/def2-TZVPD.

The calculation puts the HOMO energy at -8.7 eV. Its energy above the lowest of the compared OMol25 structures with the same formula, charge and spin is 0.0 kJ/mol. As for the SMILES: COC[C@H](C)N.COC[C@H](C)N.OCCO.OCCO.OCCO.OCCO.CO.CO.CO.CO.

CARTESIAN COORDINATES (ANGSTROEM)
C 8.804288 15.369580 -4.200876
O 9.768610 16.135567 -4.905260
H 9.003547 14.290337 -4.241321
H 8.649672 15.708838 -3.179113
H 7.902947 15.381036 -4.824077
H 10.609159 15.674741 -4.932306
C 7.744041 8.508123 -5.688075
O 8.557166 9.113261 -4.689502
H 7.063914 7.791900 -5.218742
H 7.159782 9.290404 -6.178996
H 8.350923 7.980947 -6.418790
H 7.972334 9.725837 -4.231397
C 2.107147 10.510926 -1.474997
O 0.790817 10.013208 -1.803308
H 2.763685 9.689302 -1.176326
H 2.591887 11.125437 -2.225391
H 1.826594 11.037513 -0.554953
H 0.713959 9.085316 -1.580323
C 3.628447 9.470908 -6.918353
O 3.360507 10.561904 -6.065748
H 3.302630 8.522626 -6.469813
H 3.125660 9.561503 -7.886847
H 4.687123 9.331549 -7.150471
H 2.468862 10.881925 -6.223221
C 4.635930 14.979942 -7.550669
C 4.043400 13.671138 -8.090717
C 3.389782 13.850067 -9.462736
O 2.584985 12.736228 -9.814172
C 3.299981 11.744795 -10.529715
N 5.016339 12.599593 -8.021090
H 5.039373 14.767432 -6.557218
H 3.720110 15.564234 -7.415133
H 5.410860 15.561783 -8.048193
H 3.176118 13.464617 -7.442270
H 4.065161 14.115524 -10.286828
H 2.736771 14.727771 -9.405410
H 2.647568 10.885184 -10.665597
H 4.166885 11.408135 -9.956445
H 3.679692 12.114645 -11.484939
H 4.519183 11.743840 -7.815538
H 5.650279 12.740476 -7.245085
C 6.871418 11.161407 1.011130
C 5.444446 11.367661 0.459213
C 4.365035 11.171441 1.498947
O 4.552448 12.054716 2.583195
C 3.636199 11.853064 3.643981
N 5.350463 12.638992 -0.284068
H 6.950440 11.869348 1.854640
H 7.704605 11.591713 0.444980
H 7.102919 10.151093 1.336425
H 5.407048 10.538873 -0.265513
H 4.475964 10.153638 1.897717
H 3.374570 11.316397 1.054542
H 2.609644 11.899719 3.279253
H 3.806937 12.682418 4.328295
H 3.886451 10.933468 4.176315
H 6.267979 13.066592 -0.275181
H 4.732271 13.228852 0.267474
C 6.836827 12.264807 -4.182037
C 5.700979 11.562841 -3.502786
O 5.493762 10.192121 -3.856899
O 6.696306 12.697874 -5.519858
H 7.773516 11.689155 -4.164370
H 7.083094 13.108045 -3.517581
H 4.776769 12.135690 -3.601531
H 5.974882 11.555690 -2.449378
H 4.850006 10.167155 -4.578352
H 7.517596 12.779266 -6.025780
C 5.450388 6.907261 -1.437613
C 5.277655 7.194816 0.036647
O 4.221527 6.379348 0.550015
O 4.280392 7.179481 -2.220698
H 5.672914 5.848712 -1.603677
H 6.286037 7.448461 -1.892944
H 4.964298 8.242067 0.106112
H 6.188472 6.879874 0.537532
H 3.489250 6.437445 -0.076310
H 4.467880 7.855869 -2.875297
C 2.291248 13.918473 -3.256179
C 3.050749 14.514003 -4.425359
O 2.144188 15.133693 -5.363887
O 1.796296 14.937864 -2.390347
H 2.958519 13.261452 -2.696157
H 1.438219 13.322812 -3.596371
H 3.516625 13.696315 -4.986776
H 3.846602 15.224639 -4.197799
H 1.845268 15.925253 -4.898913
H 1.016566 15.319635 -2.804001
C 10.596167 11.485723 -6.838151
C 10.221947 12.861649 -7.378064
O 8.779177 12.904347 -7.423003
O 9.898601 10.463435 -7.517947
H 10.269149 11.468894 -5.791256
H 11.654727 11.267793 -6.940874
H 10.579519 13.004723 -8.401225
H 10.570858 13.724139 -6.808457
H 8.521541 13.401111 -8.204485
H 9.019294 10.797650 -7.738799

Cartesian forces, eV/Å:
-0.3504 -0.8568 -1.2284
0.1686 0.0914 0.0439
0.5333 0.1269 0.4505
-0.0727 0.0485 -0.0224
-0.2759 0.5690 0.5385
0.0146 -0.0115 0.1832
-0.2595 0.2047 0.3729
0.1432 -0.0255 -0.1501
-0.1264 -0.0526 -0.1375
-0.0957 -0.1815 -0.2615
0.2410 0.1547 0.0748
-0.0153 -0.1322 0.1326
-1.3262 -0.8785 1.8407
0.2389 0.1559 -1.1702
0.1521 0.0622 -0.2657
-0.3822 0.0014 -0.2256
1.1257 0.6907 -0.1985
0.2320 -0.1005 -0.0335
-0.4240 -1.1178 -0.6207
0.5471 0.2354 0.2042
-0.0765 0.1462 0.0059
-0.0426 0.1195 0.0942
0.0978 0.5711 0.3690
-0.0391 -0.0472 0.0195
-1.0799 -0.1330 0.7029
0.4086 0.6085 -0.2991
-0.0379 0.4398 -0.0234
0.0119 -0.0373 -0.1846
0.3386 -0.1561 0.4875
0.1421 -0.3722 -0.4894
-0.0938 0.0511 0.0600
0.5247 0.6277 0.1629
-0.1483 -0.4010 -0.7136
0.1312 0.0027 0.1105
0.4168 -0.3843 0.1908
-0.2549 -0.2154 0.1874
-0.1834 0.1229 -0.2043
0.0572 -0.0033 -0.0743
-0.2022 0.0504 -0.1603
0.1931 -0.1542 0.0086
-0.2226 -0.0109 0.1482
-0.0309 1.8496 1.4916
1.7526 -0.8185 -1.2359
0.4583 -0.2986 0.4677
0.0273 0.4839 -0.2506
0.7017 0.4971 -0.1722
-0.5036 -0.2439 0.7553
-0.1161 -0.6517 0.4266
-0.3845 -0.6146 -0.9415
-0.0735 -0.0457 -0.0255
-0.8795 0.1012 -0.0585
-0.3265 -0.1685 -0.2831
-0.0395 -0.1273 0.0079
-0.1477 -0.2830 0.1172
-0.1365 0.0048 0.0599
-0.3810 -0.2401 -0.0624
-0.1247 0.2627 -0.0151
0.1942 0.3256 -0.2641
2.0588 0.4786 -0.1705
-0.1216 -0.4777 -0.0799
-0.0070 0.1234 -0.3202
-1.4131 0.0653 -0.0045
-0.2729 -0.4461 0.3731
-0.2882 0.2511 -0.1509
-0.0247 0.0036 -0.0330
-0.1711 0.0749 0.0794
0.0122 0.1240 -0.0350
0.2977 -0.1773 0.3509
0.5616 -0.3049 -1.2956
-1.2329 -0.5318 -1.1364
0.1289 0.0356 0.1318
-0.3631 -0.0206 0.5736
-0.0099 -0.0597 0.3216
0.1062 0.1710 0.4076
0.6027 0.1396 0.5164
0.0402 0.5292 0.3275
0.0595 0.0251 0.0261
0.1441 0.1981 0.1126
0.1525 0.5036 0.0415
-0.4631 -0.6979 -1.2333
0.1693 0.1428 0.7525
0.1551 -0.0090 0.1495
-0.0350 0.2224 0.2862
0.2442 -0.1127 -0.3021
0.0077 0.0098 0.0292
-0.0632 -0.0695 0.5942
-0.1156 0.0720 -0.3760
-0.0521 -0.0661 0.0880
-0.9211 0.2766 0.2772
-0.2713 0.0601 -0.8094
0.1713 0.0249 0.0890
0.1760 -0.0294 -0.4882
0.4119 -0.0961 0.1888
0.1083 0.1679 0.1822
0.1487 -0.2023 0.0024
0.2275 -0.2762 0.3656
-0.2188 0.0008 0.0699
0.0611 0.0347 0.1551


Below is C4H8O3Ru as an isolated structure in a non-equilibrium geometry, with properties calculated with wB97M-V/def2-TZVPD.

The calculation puts the HOMO energy (alpha / beta) at -18.4 / -19.7 eV. Its expectation value of S² is 12.02. Its net charge is +2. Its energy above the lowest of the compared OMol25 structures with the same formula, charge and spin is 0.0 kJ/mol. Its multiplicity is 7.

CARTESIAN COORDINATES (ANGSTROEM)
O 2.085486 1.049684 -0.551113
C 2.350450 -0.193806 -0.097870
O 1.111844 -0.674387 0.568035
C 0.268856 -1.534147 -0.122593
C -1.143148 -1.213167 0.169717
O -1.375409 0.158724 -0.142036
C -2.753968 0.542547 -0.105827
Ru 0.284364 1.241694 0.070985
H 3.112682 -0.226931 0.698085
H 2.590197 -0.925222 -0.890216
H -1.001861 -2.351887 -0.466667
H -1.594792 -1.487685 1.130325
H -2.788492 1.627181 -0.244900
H -3.289275 0.038187 -0.919330
H -3.188694 0.279137 0.866985
H 0.615540 -1.798066 -1.127805

Cartesian forces, eV/Å:
-0.2177 0.6124 0.1520
1.1635 -2.5255 0.5053
1.9350 0.4273 0.4239
-0.0920 1.5776 0.5749
2.2648 -5.1416 -0.6938
-0.5701 -1.1772 -0.6898
-1.7727 0.8041 -0.0523
-0.0870 2.4059 -0.2421
-0.0154 0.3177 -0.3468
0.0974 0.4498 0.0862
-3.4958 2.2324 0.1700
0.3464 0.2252 -0.1891
-0.0903 -0.1892 -0.0209
0.2298 0.1153 0.1836
0.2110 -0.0044 -0.2143
0.0933 -0.1295 0.3532